No. 1
A 5-piece molecular cluster, C22H41N2O12 overall in a non-equilibrium geometry, computed with ωB97M-V/def2-TZVPD.

```
! wB97M-V def2-TZVPD RIJCOSX def2/J DEFGRID3
* xyz -1 1
C 0.654 -3.235 6.209
C 0.119 -1.898 5.691
O 0.064 -1.874 4.273
C -1.249 -1.528 6.285
N -2.162 -2.654 6.112
C -3.501 -2.313 5.715
O -4.293 -3.531 6.060
C -5.242 -3.774 5.231
N -6.028 -4.186 4.489
C -4.159 -1.108 6.436
O -3.954 -0.990 7.656
O -4.826 -0.379 5.668
H 0.208 -4.088 5.718
H 0.525 -3.267 7.295
H 1.731 -3.261 6.020
H 0.824 -1.108 5.968
H -0.780 -2.256 4.007
H -1.096 -1.313 7.346
H -1.596 -0.646 5.749
H -2.168 -3.282 6.901
H -3.566 -2.200 4.631
O 0.660 1.381 3.527
C 1.372 1.116 2.602
O 2.678 0.845 2.827
C 3.544 0.342 1.809
C 4.125 1.452 0.956
C 0.858 1.165 1.181
H 3.032 -0.410 1.206
H 4.336 -0.177 2.347
H 3.354 1.989 0.424
H 4.824 1.047 0.224
H 4.654 2.166 1.591
H 0.904 2.192 0.822
H -0.179 0.838 1.197
H 1.395 0.525 0.486
O 2.631 2.156 -1.526
C 2.037 2.592 -2.479
O 1.077 3.505 -2.265
C 0.436 4.226 -3.325
C -0.723 3.452 -3.916
C 2.284 2.078 -3.877
H 1.160 4.521 -4.082
H 0.071 5.140 -2.860
H -0.390 2.521 -4.376
H -1.227 4.052 -4.676
H -1.442 3.193 -3.138
H 1.696 1.170 -4.016
H 3.339 1.828 -3.960
H 2.055 2.783 -4.671
O 2.220 4.265 -6.189
C 1.583 4.684 -7.119
O 0.619 5.589 -6.876
C -0.085 6.284 -7.911
C -1.265 5.487 -8.427
C 1.783 4.159 -8.519
H 0.597 6.579 -8.709
H -0.435 7.203 -7.443
H -0.947 4.551 -8.888
H -1.818 6.065 -9.167
H -1.936 5.235 -7.606
H 1.200 3.246 -8.635
H 2.837 3.921 -8.642
H 1.510 4.861 -9.303
O -0.687 -4.697 3.821
C -0.975 -5.102 2.733
O -0.729 -6.402 2.430
C -1.204 -7.017 1.236
C -0.268 -6.787 0.066
C -1.529 -4.182 1.669
H -2.224 -6.698 1.015
H -1.252 -8.081 1.466
H -0.187 -5.728 -0.180
H -0.623 -7.319 -0.818
H 0.733 -7.142 0.312
H -0.696 -3.678 1.178
H -2.151 -3.437 2.160
H -2.144 -4.678 0.922
*
```

**DFT total energy**: -51029.59258 eV
**HOMO-LUMO gap**: 5.61 eV
**Largest force on an atom**: 1.1 eV/A
**Lowest unoccupied orbital energy**: 0.0453 hartree

Population analysis type Löwdin, resulting atomic charges in e: atom 1 (C): -0.06, atom 2 (C): -0.42, atom 3 (O): -0.06, atom 4 (C): -0.16, atom 5 (N): 0.01, atom 6 (C): -0.23, atom 7 (O): 0.05, atom 8 (C): -0.38, atom 9 (N): 0.12, atom 10 (C): -0.71, atom 11 (O): -0.04, atom 12 (O): -0.05, atom 13 (H): 0.04, atom 14 (H): 0.08, atom 15 (H): 0.07, atom 16 (H): 0.13, atom 17 (H): 0.06, atom 18 (H): 0.12, atom 19 (H): 0.14, atom 20 (H): 0.12, atom 21 (H): 0.14, atom 22 (O): 0.11, atom 23 (C): -0.52, atom 24 (O): 0.00, atom 25 (C): -0.24, atom 26 (C): -0.07, atom 27 (C): 0.01, atom 28 (H): 0.11, atom 29 (H): 0.12, atom 30 (H): 0.03, atom 31 (H): 0.08, atom 32 (H): 0.08, atom 33 (H): 0.09, atom 34 (H): 0.09, atom 35 (H): 0.06, atom 36 (O): 0.08, atom 37 (C): -0.50, atom 38 (O): 0.01, atom 39 (C): -0.22, atom 40 (C): -0.06, atom 41 (C): 0.02, atom 42 (H): 0.09, atom 43 (H): 0.12, atom 44 (H): 0.07, atom 45 (H): 0.07, atom 46 (H): 0.08, atom 47 (H): 0.10, atom 48 (H): 0.09, atom 49 (H): 0.04, atom 50 (O): 0.09, atom 51 (C): -0.51, atom 52 (O): 0.00, atom 53 (C): -0.23, atom 54 (C): -0.06, atom 55 (C): 0.02, atom 56 (H): 0.11, atom 57 (H): 0.12, atom 58 (H): 0.07, atom 59 (H): 0.08, atom 60 (H): 0.08, atom 61 (H): 0.10, atom 62 (H): 0.09, atom 63 (H): 0.07, atom 64 (O): 0.12, atom 65 (C): -0.49, atom 66 (O): 0.00, atom 67 (C): -0.25, atom 68 (C): -0.07, atom 69 (C): 0.02, atom 70 (H): 0.11, atom 71 (H): 0.12, atom 72 (H): 0.07, atom 73 (H): 0.08, atom 74 (H): 0.08, atom 75 (H): 0.10, atom 76 (H): 0.09, atom 77 (H): 0.07

***

No. 2
One molecule with the formula C22H41N3O6, computed with ωB97M-V/def2-TZVPD.

```
! wB97M-V def2-TZVPD RIJCOSX def2/J DEFGRID3
* xyz 0 1
C 5.675 2.102 4.891
C 4.182 1.906 4.657
C 3.908 0.739 3.712
C 2.411 0.541 3.480
N 2.166 -0.579 2.600
C 1.295 -1.558 2.899
O 0.682 -1.604 3.960
C 1.159 -2.596 1.834
C 0.482 -3.899 2.166
C -0.207 -2.930 1.266
C -1.460 -2.175 1.698
O -1.790 -2.314 3.046
C -1.322 -0.678 1.296
C -2.576 0.125 1.682
O -3.733 -0.308 1.015
N -1.087 -0.566 -0.125
C 0.078 -0.188 -0.665
O 1.090 0.044 -0.028
C 0.004 -0.066 -2.202
C 1.389 0.116 -2.814
C 2.236 -1.162 -2.768
C 3.699 -0.818 -3.042
C 1.749 -2.197 -3.778
N -0.860 1.046 -2.556
C -2.207 0.916 -2.602
O -2.773 -0.138 -2.396
O -2.774 2.085 -2.908
C -4.221 2.219 -2.918
C -4.774 1.959 -1.518
C -4.841 1.274 -3.945
C -4.451 3.675 -3.326
H 5.850 2.937 5.566
H 6.185 2.307 3.952
H 6.112 1.209 5.330
H 3.757 2.820 4.235
H 3.686 1.720 5.611
H 4.327 -0.177 4.131
H 4.398 0.924 2.752
H 1.904 0.322 4.423
H 1.977 1.451 3.049
H 2.449 -0.471 1.637
H 1.983 -2.610 1.131
H 0.883 -4.809 1.747
H 0.102 -4.000 3.172
H -0.215 -3.161 0.207
H -2.306 -2.603 1.140
H -1.004 -2.080 3.583
H -0.460 -0.245 1.813
H -2.436 1.169 1.390
H -2.702 0.072 2.770
H -3.978 -1.172 1.367
H -1.899 -0.682 -0.726
H -0.483 -0.968 -2.588
H 1.903 0.898 -2.251
H 1.282 0.445 -3.850
H 2.162 -1.583 -1.761
H 4.075 -0.123 -2.295
H 4.313 -1.715 -3.014
H 3.804 -0.361 -4.023
H 2.361 -3.094 -3.722
H 0.717 -2.483 -3.592
H 1.818 -1.800 -4.789
H -0.461 1.967 -2.627
H -5.851 2.104 -1.518
H -4.328 2.650 -0.805
H -4.557 0.944 -1.196
H -5.908 1.466 -4.018
H -4.387 1.432 -4.921
H -4.687 0.241 -3.648
H -5.515 3.889 -3.344
H -3.967 4.342 -2.617
H -4.035 3.858 -4.313
*
```

**DFT total energy**: -40237.13616 eV
**Structure (SMILES)**: CCCCNC(=O)[C@H]1C[C@H]1[C@@H](O)[C@H](CO)NC(=O)[C@H](CC(C)C)NC(=O)OC(C)(C)C
**HOMO-LUMO gap**: 9.84 eV
**Largest force on an atom**: 0.8 eV/A
**Lowest unoccupied orbital energy**: 0.0238 hartree

Population analysis type Löwdin, resulting atomic charges in e: atom 1 (C): -0.12, atom 2 (C): -0.28, atom 3 (C): -0.21, atom 4 (C): -0.18, atom 5 (N): 0.07, atom 6 (C): -0.46, atom 7 (O): 0.04, atom 8 (C): -0.14, atom 9 (C): -0.03, atom 10 (C): -0.16, atom 11 (C): -0.31, atom 12 (O): -0.01, atom 13 (C): -0.22, atom 14 (C): -0.20, atom 15 (O): -0.05, atom 16 (N): 0.14, atom 17 (C): -0.41, atom 18 (O): 0.06, atom 19 (C): -0.21, atom 20 (C): -0.13, atom 21 (C): -0.43, atom 22 (C): -0.08, atom 23 (C): -0.07, atom 24 (N): 0.14, atom 25 (C): -0.55, atom 26 (O): 0.07, atom 27 (O): 0.05, atom 28 (C): -0.57, atom 29 (C): -0.01, atom 30 (C): -0.02, atom 31 (C): -0.02, atom 32 (H): 0.07, atom 33 (H): 0.07, atom 34 (H): 0.07, atom 35 (H): 0.11, atom 36 (H): 0.11, atom 37 (H): 0.12, atom 38 (H): 0.11, atom 39 (H): 0.12, atom 40 (H): 0.13, atom 41 (H): 0.12, atom 42 (H): 0.14, atom 43 (H): 0.11, atom 44 (H): 0.11, atom 45 (H): 0.14, atom 46 (H): 0.15, atom 47 (H): 0.07, atom 48 (H): 0.15, atom 49 (H): 0.13, atom 50 (H): 0.13, atom 51 (H): 0.09, atom 52 (H): 0.12, atom 53 (H): 0.15, atom 54 (H): 0.12, atom 55 (H): 0.13, atom 56 (H): 0.13, atom 57 (H): 0.08, atom 58 (H): 0.08, atom 59 (H): 0.08, atom 60 (H): 0.08, atom 61 (H): 0.07, atom 62 (H): 0.08, atom 63 (H): 0.16, atom 64 (H): 0.09, atom 65 (H): 0.09, atom 66 (H): 0.07, atom 67 (H): 0.09, atom 68 (H): 0.09, atom 69 (H): 0.08, atom 70 (H): 0.09, atom 71 (H): 0.09, atom 72 (H): 0.09

***

No. 3
C22H42AlCl3N2O4Si as an isolated structure in a non-equilibrium geometry, computed with ωB97M-V/def2-TZVPD.

```
! wB97M-V def2-TZVPD RIJCOSX def2/J DEFGRID3
* xyz 0 1
C -1.979 -2.142 -4.587
C -1.200 -2.270 -3.312
H -2.312 -3.140 -4.901
H -1.368 -1.724 -5.410
H -2.863 -1.513 -4.490
C 0.015 -2.869 -3.269
C 0.216 -4.175 -3.908
H 0.864 -2.372 -2.787
H 0.675 -4.060 -4.886
H -0.761 -4.633 -4.032
H 0.836 -4.837 -3.303
Al -0.013 0.940 2.731
Cl -1.297 2.162 4.112
Cl -0.505 1.761 -0.705
H 2.189 4.364 4.174
H -0.137 5.987 3.926
C 2.221 4.639 3.104
C 0.092 5.902 2.849
N 0.874 4.706 2.529
H 2.805 3.893 2.553
C 0.252 3.617 2.116
O 0.809 2.460 2.156
H -0.844 5.845 2.284
H -0.761 3.739 1.711
H 2.657 5.640 3.000
H 0.672 6.790 2.565
H 2.091 -0.030 -1.513
H 3.052 -2.709 -1.032
C 2.778 0.050 -0.652
C 3.353 -2.311 -0.047
N 2.583 -1.099 0.244
H 2.563 0.980 -0.119
C 1.899 -0.956 1.378
O 1.398 0.174 1.694
H 3.161 -3.067 0.729
H 1.786 -1.846 2.018
H 3.808 0.034 -1.032
H 4.431 -2.078 -0.078
O -0.861 -0.248 -2.302
C -1.652 -1.419 -2.149
C -0.225 -2.467 -0.326
C -1.500 -2.190 -0.795
H 0.594 -1.928 -0.795
C 0.020 -3.379 0.707
H -2.730 -1.193 -2.212
C -2.567 -2.789 -0.094
H 1.046 -3.653 0.964
C -1.042 -3.957 1.406
C -2.339 -3.630 1.006
H -3.594 -2.575 -0.390
H -0.859 -4.652 2.234
H -3.173 -4.050 1.576
Si -0.888 1.317 -2.788
Cl -1.503 -0.150 1.953
C 0.709 1.673 -3.761
C -1.611 3.202 -2.729
C -2.243 1.064 -4.148
H 1.506 0.963 -3.505
H 1.086 2.696 -3.594
H 0.529 1.589 -4.846
H -1.927 0.367 -4.923
H -2.513 1.983 -4.674
H -3.131 0.680 -3.665
H -2.375 3.321 -1.952
H -2.075 3.541 -3.663
H -0.829 3.933 -2.484
C -0.291 -0.151 6.483
C -0.143 -0.787 5.126
O 0.745 0.037 4.280
H 0.681 -0.182 7.000
H -1.040 -0.679 7.086
H -0.598 0.895 6.339
H 0.272 -1.793 5.163
H -1.090 -0.811 4.589
H 1.574 -0.429 4.073
*
```

**DFT total energy**: -86711.76299 eV
**HOMO-LUMO gap**: 5.75 eV
**Largest force on an atom**: 4.6 eV/A
**Lowest unoccupied orbital energy**: -0.0180 hartree
**ΔE to the lowest compared entry with this formula, charge and spin**: 0.0 kcal/mol

Population analysis type Löwdin, resulting atomic charges in e: atom 1 (C): -0.05, atom 2 (C): -0.22, atom 3 (H): 0.08, atom 4 (H): 0.10, atom 5 (H): 0.06, atom 6 (C): -0.14, atom 7 (C): -0.10, atom 8 (H): 0.10, atom 9 (H): 0.07, atom 10 (H): 0.07, atom 11 (H): 0.07, atom 12 (Al): -0.79, atom 13 (Cl): 0.33, atom 14 (Cl): 0.37, atom 15 (H): 0.11, atom 16 (H): 0.11, atom 17 (C): -0.01, atom 18 (C): -0.02, atom 19 (N): -0.14, atom 20 (H): 0.10, atom 21 (C): -0.26, atom 22 (O): -0.08, atom 23 (H): 0.10, atom 24 (H): 0.14, atom 25 (H): 0.09, atom 26 (H): 0.09, atom 27 (H): 0.08, atom 28 (H): 0.10, atom 29 (C): 0.01, atom 30 (C): -0.03, atom 31 (N): -0.15, atom 32 (H): 0.09, atom 33 (C): -0.19, atom 34 (O): -0.05, atom 35 (H): 0.09, atom 36 (H): 0.15, atom 37 (H): 0.10, atom 38 (H): 0.10, atom 39 (O): -0.28, atom 40 (C): -0.26, atom 41 (C): -0.08, atom 42 (C): -0.15, atom 43 (H): 0.09, atom 44 (C): -0.10, atom 45 (H): 0.14, atom 46 (C): -0.04, atom 47 (H): 0.08, atom 48 (C): -0.10, atom 49 (C): -0.10, atom 50 (H): 0.11, atom 51 (H): 0.10, atom 52 (H): 0.10, atom 53 (Si): -0.04, atom 54 (Cl): 0.54, atom 55 (C): -0.18, atom 56 (C): -0.31, atom 57 (C): -0.19, atom 58 (H): 0.00, atom 59 (H): 0.02, atom 60 (H): 0.03, atom 61 (H): 0.00, atom 62 (H): 0.01, atom 63 (H): 0.02, atom 64 (H): -0.01, atom 65 (H): -0.01, atom 66 (H): -0.01, atom 67 (C): -0.08, atom 68 (C): -0.24, atom 69 (O): -0.10, atom 70 (H): 0.08, atom 71 (H): 0.09, atom 72 (H): 0.04, atom 73 (H): 0.13, atom 74 (H): 0.08, atom 75 (H): 0.13